No. 1
Computed, not measured: 2 unconnected molecules or ions with the total composition C8H15NP in a non-equilibrium geometry, with ωB97M-V with the def2-TZVPD basis set.

E = -709.53068 a.u.
Highest occupied orbital energy = -12.24 eV
Kohn-Sham gap = 7.05 eV
Net charge = +1

The geometry in XYZ format:
```
25
Properties=species:S:1:pos:R:3:nbo_charge:R:1
C 1.853 0.127 3.385 -0.27
C 0.582 -0.090 2.800 -0.35
C 2.760 0.446 2.407 -0.03
C 0.841 0.130 1.495 0.29
C 2.584 0.970 -0.087 -0.39
C -2.609 -0.585 0.358 -0.90
C -0.619 -1.643 -1.760 -0.96
C -1.252 1.192 -1.376 -0.98
N 2.136 0.429 1.226 -0.40
P -0.937 -0.347 -0.486 1.21
H 2.085 0.010 4.366 0.24
H -0.255 -0.328 3.324 0.25
H 3.793 0.661 2.266 0.23
H 3.200 0.244 -0.523 0.22
H 1.825 0.950 -0.767 0.20
H 3.035 1.903 -0.168 0.23
H -2.595 -1.552 0.750 0.26
H -3.444 -0.622 -0.476 0.27
H -2.722 0.370 0.907 0.27
H 0.310 -2.214 -1.606 0.28
H -0.460 -1.233 -2.696 0.26
H -1.423 -2.393 -1.882 0.28
H -0.399 1.641 -1.966 0.27
H -1.737 1.863 -0.831 0.25
H -1.937 1.030 -2.312 0.27
```



No. 2
Computed, not measured: a molecular structure, C8H16AgBrO4S2 in a non-equilibrium geometry, with ωB97M-V with the def2-TZVPD basis set.

E = -4132.40834 a.u.
Highest occupied orbital energy (spin up / spin down) = -13.33 / -13.32 eV
2S+1 = 2
Kohn-Sham gap (spin up / spin down) = 9.09 / 5.70 eV
Net charge = +1

The geometry in XYZ format:
```
32
Properties=species:S:1:pos:R:3:mulliken_spin:R:1
Ag 2.898 -1.868 -1.241 0.02
Br 3.146 -0.770 1.437 0.96
C 1.662 2.839 -0.558 0.00
C 1.006 3.332 -1.756 0.00
C 0.571 2.156 -2.713 0.00
S 0.411 0.750 -1.497 0.00
O 1.480 -0.237 -1.576 0.00
O -0.935 0.289 -1.525 0.00
C 0.677 1.780 0.035 0.00
H 1.948 3.613 0.154 0.00
H 2.628 2.413 -0.827 0.00
H 1.695 3.988 -2.289 0.00
H 0.182 3.981 -1.459 0.00
H 1.250 1.950 -3.541 0.00
H -0.399 2.339 -3.176 0.00
H 1.134 1.192 0.831 0.00
H -0.270 2.235 0.324 0.00
C -1.709 -1.724 2.414 0.00
C -2.124 -1.006 1.147 0.00
C -1.920 -2.081 0.105 0.00
S -0.391 -2.957 0.589 -0.01
O 0.704 -2.570 -0.329 0.01
O -0.664 -4.374 0.752 0.00
C -0.243 -2.163 2.276 0.01
H -2.378 -2.569 2.574 0.00
H -1.776 -1.101 3.306 0.00
H -1.409 -0.196 1.000 0.00
H -3.110 -0.547 1.211 0.00
H -1.862 -1.862 -0.961 0.00
H -2.788 -2.736 0.186 0.00
H 0.335 -1.249 2.144 0.01
H 0.251 -2.850 2.963 0.00
```



No. 3
Computed, not measured: a molecular structure, C8H16AlBrFMgN6O9 in a non-equilibrium geometry, with ωB97M-V with the def2-TZVPD basis set.

E = -4435.10196 a.u.
Highest occupied orbital energy = -9.84 eV
Kohn-Sham gap = 1.21 eV
Net charge = +1

The geometry in XYZ format:
```
43
Properties=species:S:1:pos:R:3:nbo_charge:R:1
C -4.628 0.670 3.928 -0.64
C -4.209 -0.901 3.561 -0.28
N -2.879 -1.162 4.233 -0.40
N -1.849 -1.375 3.331 -0.11
C -0.876 -2.522 3.144 -0.08
N 0.109 -2.272 2.007 -0.58
C -0.280 -0.892 1.526 0.23
C 0.326 0.094 0.364 -0.17
O 1.385 -0.498 -0.467 -0.40
N 0.841 -0.740 -1.680 0.38
O 0.965 0.213 -2.434 -0.20
C -1.564 -0.272 2.336 -0.06
H -4.115 1.418 3.156 0.21
H -4.189 0.889 5.009 0.24
H -5.808 0.835 3.918 0.26
H -4.231 -1.094 2.407 0.24
H -5.041 -1.610 4.034 0.25
H -2.931 -1.893 4.975 0.41
H -0.848 -3.518 3.773 0.23
H 0.903 -2.845 1.642 0.50
H -0.591 0.399 -0.333 0.27
H 0.643 1.103 0.905 0.27
H -2.067 0.765 2.134 0.33
C 1.838 2.822 -3.526 -0.65
C 2.642 4.122 -3.708 0.05
O 2.338 4.910 -2.690 -0.82
H 0.756 3.005 -3.531 0.33
H 2.057 2.132 -4.349 0.24
H 2.097 2.308 -2.591 0.21
H 2.405 4.467 -4.727 0.18
H 3.688 3.800 -3.828 0.21
N 3.995 1.478 -6.561 0.70
O 4.404 0.691 -7.431 -0.33
O 2.845 1.941 -6.634 -0.36
O 4.737 1.802 -5.619 -0.40
Mg 0.805 -3.276 4.255 1.02
F -0.032 4.511 -3.342 -0.61
Al 3.611 4.739 -1.401 0.91
N 0.107 -7.236 2.684 0.70
O -0.316 -7.829 1.677 -0.39
O 0.917 -7.796 3.441 -0.43
O -0.280 -6.082 2.933 -0.58
Br 2.318 4.697 -6.519 0.13
```



No. 4
Computed, not measured: a single C8H16BCl molecule in a non-equilibrium geometry, with ωB97M-V with the def2-TZVPD basis set.

E = -799.37121 a.u.
Highest occupied orbital energy = -8.83 eV
SMILES = CC/C=C(\Cl)[C@H](C)B(C)C
Kohn-Sham gap = 9.47 eV
Net charge = 0

The geometry in XYZ format:
```
26
Properties=species:S:1:pos:R:3:nbo_charge:R:1
C -4.124 -0.521 0.320 -0.60
C -3.106 -0.952 -0.625 -0.42
C -1.676 -1.065 -0.136 -0.24
C -0.640 -0.203 -0.461 0.03
Cl -1.082 1.312 -1.268 -0.05
C 0.926 -0.275 -0.042 -0.55
C 1.005 -0.247 1.478 -0.59
B 2.307 0.717 -0.504 0.92
C 3.690 -0.024 -0.486 -1.01
C 1.949 2.169 -0.477 -1.10
H -5.067 -0.739 -0.071 0.21
H -4.049 0.487 0.465 0.21
H -4.030 -1.038 1.273 0.20
H -3.406 -2.004 -1.037 0.20
H -3.151 -0.293 -1.588 0.22
H -1.380 -1.990 0.368 0.21
H 1.182 -1.373 -0.143 0.21
H 0.815 0.672 1.881 0.20
H 1.969 -0.668 1.863 0.20
H 0.238 -0.959 1.822 0.21
H 3.691 -0.165 0.663 0.26
H 4.591 0.451 -0.841 0.24
H 3.687 -1.117 -0.809 0.24
H 1.043 2.268 -1.152 0.27
H 2.783 2.769 -0.864 0.23
H 1.835 2.789 0.373 0.28
```



No. 5
Computed, not measured: a molecular structure, C8H16BIInO2 in a non-equilibrium geometry, with ωB97M-V with the def2-TZVPD basis set.

E = -976.18121 a.u.
Highest occupied orbital energy = -21.41 eV
Kohn-Sham gap = 4.26 eV
Net charge = +3

The geometry in XYZ format:
```
29
Properties=species:S:1:pos:R:3:nbo_charge:R:1
C 3.702 -0.422 0.240 -0.62
C 3.058 0.913 0.507 -0.40
C 1.622 1.029 -0.225 0.82
O 1.483 0.760 -1.372 -0.29
O 0.624 1.461 0.635 -0.47
C -0.294 2.499 0.060 -0.07
C -1.683 1.928 0.145 -0.85
B -1.709 0.425 -0.321 0.53
C -1.848 -0.711 0.777 -0.76
I -0.669 -0.150 2.484 1.14
C -1.448 -2.176 0.351 -0.47
C -1.386 -2.496 -1.162 -0.59
H 3.373 -1.136 0.974 0.23
H 3.482 -0.814 -0.740 0.25
H 4.780 -0.292 0.327 0.31
H 3.634 1.772 0.186 0.30
H 2.869 1.022 1.563 0.25
H -0.189 3.354 0.700 0.26
H -0.043 2.818 -0.937 0.26
H -2.305 2.458 -0.571 0.31
H -2.112 2.109 1.120 0.26
H -1.627 0.235 -1.506 -0.04
H -2.849 -0.753 1.187 0.30
H -2.185 -2.838 0.780 0.25
H -0.507 -2.482 0.771 0.26
H -0.495 -2.078 -1.593 0.24
H -1.308 -3.562 -1.293 0.30
H -2.261 -2.210 -1.771 0.13
In -3.711 -0.661 -1.316 1.17
```



No. 6
Computed, not measured: 2 unconnected molecules or ions with the total composition C8H16BNO in a non-equilibrium geometry, with ωB97M-V with the def2-TZVPD basis set.

E = -469.19430 a.u.
Highest occupied orbital energy = -8.42 eV
SMILES = c1cc[nH]c1.BCCCOC
Kohn-Sham gap = 8.84 eV
Net charge = 0

The geometry in XYZ format:
```
27
Properties=species:S:1:pos:R:3:nbo_charge:R:1
C -4.115 -1.464 -0.069 -0.30
C -4.567 -0.757 1.078 -0.30
C -4.033 0.503 1.018 -0.08
N -3.277 0.583 -0.120 -0.51
C -3.323 -0.610 -0.788 -0.08
H -4.346 -2.481 -0.335 0.22
H -5.209 -1.130 1.858 0.22
H -4.125 1.343 1.684 0.21
H -2.764 1.393 -0.418 0.41
H -2.791 -0.747 -1.714 0.21
B 0.931 1.401 0.726 0.50
C 0.778 0.196 -0.263 -0.82
C 1.645 -1.026 0.080 -0.42
C 3.007 -1.024 -0.574 -0.05
O 3.937 -0.210 0.112 -0.55
C 4.043 1.128 -0.348 -0.25
H 1.587 1.339 1.719 -0.09
H 0.392 2.443 0.487 -0.10
H 1.007 0.577 -1.254 0.23
H -0.271 -0.094 -0.230 0.26
H 1.131 -1.928 -0.242 0.20
H 1.799 -1.106 1.148 0.21
H 3.391 -2.040 -0.554 0.19
H 2.927 -0.747 -1.623 0.16
H 4.931 1.265 -0.961 0.18
H 3.173 1.415 -0.930 0.16
H 4.141 1.777 0.513 0.19
```



No. 7
Computed, not measured: 4 unconnected molecules or ions with the total composition C8H16Cl8, with ωB97M-V with the def2-TZVPD basis set.

E = -3995.96842 a.u.
Highest occupied orbital energy = -10.63 eV
SMILES = ClCCCl.ClCCCl.ClCCCl.ClCCCl
Kohn-Sham gap = 11.02 eV
Net charge = 0

The geometry in XYZ format:
```
32
Properties=species:S:1:pos:R:3:nbo_charge:R:1
Cl 16.970 11.350 0.231 -0.05
C 16.706 11.154 1.976 -0.39
C 16.380 9.747 2.385 -0.40
Cl 17.666 8.594 2.027 -0.04
H 15.887 11.804 2.284 0.22
H 17.596 11.519 2.485 0.22
H 15.446 9.417 1.933 0.22
H 16.195 9.775 3.460 0.22
Cl 18.490 12.865 9.050 -0.05
C 17.609 11.814 7.921 -0.38
C 18.485 11.496 6.741 -0.38
Cl 17.578 10.514 5.565 -0.07
H 16.698 12.337 7.644 0.22
H 17.323 10.902 8.444 0.21
H 19.370 10.945 7.049 0.23
H 18.797 12.408 6.237 0.22
Cl 20.916 11.334 11.089 -0.06
C 20.275 12.099 12.560 -0.39
C 18.858 11.656 12.828 -0.41
Cl 18.761 9.975 13.339 -0.05
H 20.277 13.180 12.419 0.22
H 20.947 11.874 13.384 0.22
H 18.272 11.774 11.918 0.23
H 18.404 12.276 13.599 0.22
Cl 14.595 8.016 12.390 -0.07
C 15.325 8.274 10.761 -0.38
C 14.905 9.581 10.168 -0.39
Cl 15.559 10.956 11.093 -0.06
H 14.969 7.431 10.173 0.23
H 16.399 8.192 10.896 0.23
H 13.826 9.681 10.106 0.23
H 15.321 9.660 9.162 0.22
```



No. 8
Computed, not measured: 4 unconnected molecules or ions with the total composition C8H16Cl8 in a non-equilibrium geometry, with ωB97M-V with the def2-TZVPD basis set.

E = -3995.94073 a.u.
Highest occupied orbital energy = -10.72 eV
SMILES = ClCCCl.ClCCCl.ClCCCl.ClCCCl
Kohn-Sham gap = 11.21 eV
Net charge = 0

The geometry in XYZ format:
```
32
Properties=species:S:1:pos:R:3:nbo_charge:R:1
Cl -5.341 -5.741 4.155 -0.08
C -6.695 -6.687 4.917 -0.38
C -7.961 -6.340 4.250 -0.38
Cl -8.464 -4.685 4.819 -0.08
H -6.659 -6.663 6.006 0.23
H -6.339 -7.695 4.705 0.23
H -8.744 -7.073 4.446 0.23
H -7.846 -6.302 3.167 0.23
Cl 0.750 -3.546 1.699 -0.05
C -0.226 -2.092 1.955 -0.39
C 0.600 -0.886 1.496 -0.38
Cl -0.288 0.665 1.394 -0.08
H -0.376 -1.997 3.030 0.22
H -1.151 -2.193 1.386 0.23
H 0.806 -0.993 0.431 0.22
H 1.469 -0.713 2.131 0.22
Cl 4.684 -0.005 -3.645 -0.05
C 6.295 0.751 -3.930 -0.39
C 6.249 1.925 -4.871 -0.38
Cl 5.809 1.386 -6.540 -0.08
H 7.030 0.021 -4.269 0.22
H 6.727 1.066 -2.980 0.22
H 7.212 2.428 -4.965 0.23
H 5.464 2.616 -4.564 0.23
Cl 2.980 6.488 -1.933 -0.05
C 1.391 6.891 -1.281 -0.40
C 0.165 6.308 -2.047 -0.39
Cl 0.329 6.507 -3.802 -0.05
H 1.439 7.979 -1.235 0.22
H 1.379 6.505 -0.262 0.22
H -0.747 6.841 -1.779 0.23
H 0.058 5.235 -1.887 0.22
```



Question: The highest E belongs to which entry?
Answer: C8H16BNO